Entry 1:
{"formula": "C11H16BClFeN6", "method": "ωB97M-V/def2-TZVPD", "species": ["C", "N", "N", "C", "C", "B", "N", "N", "C", "C", "C", "Fe", "N", "N", "C", "C", "C", "H", "H", "H", "H", "H", "H", "H", "H", "H", "H", "H", "C", "H", "H", "H", "Cl", "C", "H", "H"], "positions_angstrom": [[-0.19, 3.01, -0.56], [0.00, 1.78, -1.06], [0.07, 1.79, -2.42], [-0.02, 3.06, -2.79], [-0.23, 3.85, -1.66], [0.25, 0.50, -3.28], [1.38, -0.39, -2.72], [1.46, -0.65, -1.37], [2.54, -1.45, -1.20], [3.18, -1.65, -2.45], [2.42, -0.96, -3.38], [-0.15, 0.24, -0.23], [-1.07, -0.30, -3.35], [-1.66, -0.81, -2.23], [-2.81, -1.40, -2.62], [-2.95, -1.27, -4.03], [-1.82, -0.58, -4.45], [-3.52, -1.89, -1.97], [-1.47, -0.25, -5.42], [-3.75, -1.62, -4.68], [0.53, 0.86, -4.38], [2.51, -0.81, -4.46], [0.08, 3.29, -3.84], [4.08, -2.22, -2.67], [-0.35, 4.91, -1.65], [2.88, -1.85, -0.26], [-0.41, 3.22, 0.47], [-0.79, -1.56, -0.20], [-0.18, -1.61, 0.79], [0.57, -2.39, 0.56], [0.34, -0.78, 1.20], [-0.95, -1.88, 1.52], [-2.93, 2.08, 0.01], [-1.75, 1.04, 0.91], [-2.45, 1.23, 1.69], [-1.76, 0.06, 1.57]], "spin_multiplicity": 5, "e_tot_ev": -68171.053, "lumo_ev": [-7.1, -11.2], "max_force_ha_per_bohr": 0.083, "homo_lumo_gap_ev": [8.541, 4.384], "charge": 2, "relative_energy_kcal_mol": 69.40}



Entry 2:
{"formula": "C11H16BF2IN3OPtS4Sb", "method": "ωB97M-V/def2-TZVPD", "species": ["Pt", "S", "Sb", "S", "S", "S", "C", "N", "C", "C", "C", "N", "C", "C", "O", "H", "H", "H", "H", "H", "H", "H", "H", "H", "H", "H", "H", "F", "B", "F", "I", "C", "C", "C", "C", "C", "N", "H", "H", "H", "H"], "positions_angstrom": [[-0.24, -0.74, -2.14], [-5.25, 0.99, -2.39], [-3.30, 0.48, -1.27], [-2.40, -1.70, -1.87], [-1.42, 1.73, -2.01], [-3.58, 0.63, 1.02], [-0.11, 2.20, 1.28], [-0.22, 0.96, 2.01], [-0.95, 1.07, 3.26], [-0.75, -0.21, 4.05], [-1.31, -1.33, 3.19], [-0.69, -1.33, 1.89], [-0.93, -2.52, 1.12], [-0.29, -0.19, 1.27], [0.18, -0.21, 0.13], [0.45, 2.93, 1.88], [-1.09, 2.61, 1.04], [0.42, 2.02, 0.35], [-2.02, 1.22, 3.06], [-0.56, 1.94, 3.80], [-1.26, -0.16, 5.01], [0.32, -0.37, 4.23], [-2.40, -1.19, 3.08], [-1.12, -2.30, 3.65], [-0.33, -3.35, 1.50], [-0.68, -2.34, 0.08], [-1.99, -2.78, 1.17], [-0.62, -2.26, -4.69], [-0.54, -1.07, -4.08], [-0.55, -0.11, -5.03], [1.49, -3.14, -1.78], [2.57, -0.71, -2.68], [3.91, -0.35, -2.57], [4.22, 0.95, -2.20], [3.19, 1.86, -2.02], [1.88, 1.43, -2.17], [1.60, 0.15, -2.44], [4.68, -1.08, -2.79], [5.25, 1.25, -2.05], [3.39, 2.89, -1.76], [1.05, 2.11, -2.08]], "spin_multiplicity": 3, "e_tot_ev": -85528.812, "lumo_ev": [4.3, 4.2], "max_force_ha_per_bohr": 0.033, "homo_lumo_gap_ev": [5.333, 5.732], "charge": -2, "relative_energy_kcal_mol": 10.83}



Entry 3:
{"formula": "C11H16BN5OPd", "method": "ωB97M-V/def2-TZVPD", "species": ["Pd", "B", "N", "C", "C", "C", "N", "N", "C", "C", "C", "N", "H", "H", "H", "H", "H", "H", "H", "H", "C", "C", "O", "H", "H", "H", "C", "C", "C", "N", "H", "H", "H", "H", "H"], "positions_angstrom": [[-0.01, -0.05, -0.97], [2.64, -0.35, 1.60], [2.96, -0.38, 0.07], [4.21, -0.25, -0.39], [4.19, -0.32, -1.77], [2.84, -0.49, -2.08], [2.12, -0.53, -0.95], [1.11, -0.38, 1.95], [0.69, -0.35, 3.22], [-0.69, -0.38, 3.24], [-1.05, -0.44, 1.89], [0.05, -0.45, 1.13], [3.09, 0.68, 2.05], [3.15, -1.32, 2.11], [5.04, -0.13, 0.29], [5.03, -0.26, -2.44], [2.37, -0.59, -3.04], [1.40, -0.32, 4.03], [-1.34, -0.37, 4.10], [-2.03, -0.48, 1.44], [1.32, 2.74, -0.98], [-0.02, 2.04, -1.11], [-1.08, 2.59, -1.00], [1.19, 3.82, -0.97], [1.99, 2.44, -1.77], [1.76, 2.41, -0.03], [-5.26, -1.70, -0.88], [-4.55, -0.35, -1.08], [-3.14, -0.52, -1.39], [-2.04, -0.70, -1.66], [-6.33, -1.54, -0.78], [-4.89, -2.19, 0.02], [-5.08, -2.35, -1.73], [-4.63, 0.27, -0.19], [-5.00, 0.21, -1.91]], "spin_multiplicity": 3, "e_tot_ev": -25319.231, "lumo_ev": [0.4, -0.6], "max_force_ha_per_bohr": 0.020, "homo_lumo_gap_ev": [7.303, 7.738]}